DFT (ωB97M-V/def2-TZVPD) results for 8 unconnected molecules or ions with the total composition C25H50Br14INO3 in a non-equilibrium geometry.

Values from the calculation:
structure (SMILES) = CCO[C@@H](COCC[C@H](C)I)N(C)C(C)=O.BrCCBr.BrCCBr.BrCCBr.BrCCBr.BrCCBr.BrCCBr.BrCCBr
LUMO energy = 0.059 eV
M = 1658.24 g mol⁻¹
max |F| = 0.08331 hartree/bohr
gap between HOMO and LUMO = 9.26 eV
HOMO = -9.21 eV

```
! wB97M-V def2-TZVPD RIJCOSX def2/J DEFGRID3
* xyz 0 1
I -6.479 3.748 -2.917
Br -0.527 3.795 0.949
Br -3.575 2.057 2.091
Br 1.500 0.499 6.079
Br 3.135 2.809 10.820
Br 1.082 -2.231 3.250
Br 2.088 3.318 -2.656
Br 2.539 -4.779 -2.352
Br 2.176 -6.022 1.299
Br -0.410 0.004 0.739
Br 3.427 0.834 -0.284
Br 3.485 4.943 7.830
Br 5.827 -6.474 1.065
Br 5.561 -2.703 -2.737
Br 3.822 1.478 3.384
O -6.100 -1.299 -2.395
O -1.887 -1.308 -3.635
O -3.919 0.999 -5.822
N -4.344 -1.263 -3.922
C -4.156 2.302 -1.494
C -1.982 4.442 2.071
C -0.020 -2.666 1.705
C -3.626 2.853 -4.058
C -2.463 3.367 3.014
C 3.799 1.071 -2.183
C 1.728 2.220 5.194
C -2.810 0.240 -5.308
C -4.567 1.808 -4.819
C 3.702 2.342 9.014
C 1.989 2.047 3.719
C 3.464 -3.672 -1.042
C -3.072 -0.512 -3.925
C -4.026 -1.933 -1.292
C 3.962 -2.392 -1.665
C 3.432 -6.714 2.618
C -4.345 3.382 -2.695
C 0.331 -1.786 0.530
C -1.046 -0.412 -2.836
C -4.303 -2.497 -4.756
C 4.563 3.426 8.413
C -4.867 -1.497 -2.570
C 3.869 2.532 -2.548
C 4.731 -5.949 2.589
C 0.495 -0.919 -2.897
H -3.109 3.794 3.783
H -4.391 -2.960 -0.967
H -1.560 5.280 2.629
H 3.230 -1.916 -2.316
H 4.765 0.588 -2.346
H 1.054 -0.398 -3.738
H -2.617 2.449 -3.723
H 0.788 2.750 5.358
H -3.380 -3.147 -4.612
H -2.904 -2.009 -1.455
H -2.759 4.812 1.404
H 4.271 -1.685 -0.893
H 2.799 2.138 8.440
H 2.529 2.742 5.718
H 2.932 -6.585 3.581
H -1.060 -2.579 2.018
H -4.258 -1.163 -0.470
H 1.406 -1.670 0.386
H -1.424 -0.321 -1.757
H 4.272 1.418 9.127
H -5.347 2.439 -5.386
H 5.059 3.066 7.510
H 1.336 1.310 3.249
H -5.215 -3.135 -4.464
H -1.918 0.970 -5.235
H 0.939 -0.634 -1.875
H 4.437 3.128 -1.834
H -3.153 0.256 -3.068
H 3.550 -7.778 2.417
H 4.258 -4.283 -0.612
H -3.859 4.340 -2.327
H -1.029 0.654 -3.252
H -4.940 1.466 -1.542
H 3.030 0.525 -2.729
H -4.464 -2.233 -5.865
H -5.192 1.200 -4.063
H -4.293 2.794 -0.460
H -3.131 1.804 -1.517
H 1.888 3.000 3.197
H 0.485 -2.058 -2.981
H -0.115 -2.175 -0.388
H 4.297 2.659 -3.543
H 5.334 -6.185 3.468
H 5.312 3.814 9.103
H 2.719 -3.459 -0.273
H 0.200 -3.712 1.481
H -2.495 -0.546 -6.089
H 4.594 -4.870 2.526
H -1.653 2.816 3.490
H -3.399 3.804 -4.668
*
```

---

DFT (ωB97M-V/def2-TZVPD) results for 3 unconnected molecules or ions with the total composition C25H50BrFN3O8S2.

Values from the calculation:
ΔE to the lowest compared entry with this formula, charge and spin = 22.4 kJ/mol
LUMO energy = -3.585 eV
M = 683.72 g mol⁻¹
max |F| = 0.01715 hartree/bohr
gap between HOMO and LUMO = 7.88 eV
HOMO = -11.46 eV

```
! wB97M-V def2-TZVPD RIJCOSX def2/J DEFGRID3
* xyz 1 1
Br 6.074 0.470 4.900
S -4.950 -0.016 0.105
S -2.083 -6.655 -5.591
F 3.843 6.018 0.372
O -2.057 -6.931 -7.004
O -4.908 1.422 -0.010
O 0.617 -0.493 -2.405
O -2.009 -1.696 -2.411
O 2.218 -0.072 -0.794
O -2.334 -7.704 -4.637
O -3.866 -0.717 0.754
O -0.090 0.176 3.094
N 4.235 3.943 1.936
N 3.271 2.627 3.579
N 4.283 1.680 1.590
C 0.883 0.029 2.092
C -6.607 -1.412 -1.445
C 5.435 -1.477 2.945
C 2.050 1.787 3.418
C 5.431 0.946 2.162
C -1.191 0.986 2.706
C 3.936 2.771 2.379
C -6.515 -0.499 0.820
C 1.850 0.060 -2.156
C -0.404 -0.095 -1.505
C 1.731 5.692 1.437
C -5.239 -0.721 -1.524
C 1.838 1.251 1.988
C 3.197 6.096 1.600
C 2.911 1.032 -0.289
C -0.581 -5.785 -5.151
C 5.089 -0.034 3.297
C -0.926 -4.313 -5.350
C -3.202 -5.278 -5.293
C -2.126 1.148 3.894
C 3.960 5.215 2.574
C -7.436 -0.672 -0.385
C -2.333 -4.129 -4.765
C 3.108 0.857 1.221
C -1.751 -0.322 -2.125
H -0.304 0.970 -1.273
H -2.482 0.023 -1.396
H -1.869 0.234 -3.048
H -6.838 0.268 1.519
H -6.477 -2.454 -1.145
H 1.490 -0.837 2.341
H -2.756 -3.163 -5.029
H -8.337 -1.221 -0.118
H 4.036 -0.005 3.547
H 2.377 1.967 -0.485
H -7.738 0.306 -0.764
H -6.357 -1.442 1.342
H 5.084 -1.700 1.938
H -0.340 -0.677 -0.584
H 4.700 3.977 1.033
H 3.905 1.134 -0.734
H 0.230 -6.141 -5.782
H -1.705 0.540 1.854
H -2.992 0.504 3.789
H 4.890 5.682 2.886
H 3.900 2.270 4.292
H -0.200 -3.663 -4.864
H 1.580 5.258 0.454
H -5.239 0.102 -2.236
H 3.257 7.116 1.968
H -3.673 -5.032 -6.242
H 6.126 1.693 2.536
H 1.847 1.117 -2.448
H -3.957 -5.598 -4.580
H -7.100 -1.411 -2.415
H 0.384 -0.130 1.135
H 1.094 6.565 1.511
H 6.509 -1.627 2.954
H 1.195 2.401 3.674
H 1.417 4.985 2.200
H 5.947 0.426 1.362
H -0.932 -4.074 -6.416
H 3.300 -0.205 1.359
H -1.603 0.890 4.808
H -1.614 -2.208 -1.698
H -0.846 1.976 2.387
H -4.428 -1.410 -1.754
H -2.464 2.175 3.984
H -0.370 -6.009 -4.106
H 2.082 0.987 4.150
H 3.359 5.077 3.463
H 2.568 -0.489 -2.760
H 4.963 -2.177 3.625
H 1.310 2.018 1.423
H -2.282 -4.173 -3.676
*
```

---

DFT (ωB97M-V/def2-TZVPD) results for 9 unconnected molecules or ions with the total composition C25H50Cl16INO3 in a non-equilibrium geometry.

Values from the calculation:
structure (SMILES) = N[C@@H](CCC(=O)O)COCCCCI.ClCCCl.ClCCCl.ClCCCl.ClCCCl.ClCCCl.ClCCCl.ClCCCl.ClCCCl
LUMO energy = 0.423 eV
M = 1106.83 g mol⁻¹
max |F| = 0.05175 hartree/bohr
gap between HOMO and LUMO = 9.33 eV
HOMO = -8.90 eV

```
! wB97M-V def2-TZVPD RIJCOSX def2/J DEFGRID3
* xyz 0 1
I -2.081 0.629 2.497
Cl -0.085 2.754 -8.862
Cl 0.535 -1.612 4.197
Cl -1.307 -4.322 3.300
Cl -0.611 2.289 -2.748
Cl -5.459 0.779 5.282
Cl -5.520 -0.266 9.447
Cl -5.078 4.606 -7.844
Cl 4.225 4.474 -7.232
Cl -0.715 -9.235 2.915
Cl -3.108 4.188 -5.095
Cl 4.111 1.563 -5.397
Cl -6.849 -2.709 7.498
Cl -0.994 0.706 -5.692
Cl -1.447 -8.047 6.023
Cl 2.849 1.244 -8.255
Cl -2.161 0.823 6.080
O 2.663 -0.123 0.612
O 7.556 2.104 -0.395
O 6.612 2.534 1.601
N 5.119 -2.046 2.425
C -2.326 -8.805 3.545
C -0.214 2.291 -5.430
C 1.615 -0.318 -0.337
C 6.617 1.916 0.379
C -0.854 -3.837 4.957
C -3.357 2.095 6.433
C -0.964 0.023 -0.307
C 4.658 -0.913 1.627
C -4.716 1.516 6.727
C -0.807 -2.340 5.114
C 5.723 -0.419 0.669
C -4.133 3.158 -7.412
C 0.536 2.338 -4.122
C -7.666 -1.835 8.817
C 5.445 1.001 0.137
C -1.802 1.078 0.421
C 5.285 3.999 -5.879
C 1.353 2.789 -9.911
C 3.368 -1.308 0.926
C -7.215 -0.401 8.909
C 5.558 2.517 -5.830
C -2.271 -7.637 4.494
C -4.075 2.938 -5.923
C 0.305 -0.359 0.458
C 2.107 1.488 -9.852
H 1.097 3.268 -4.048
H -3.283 -7.328 4.753
H -3.138 3.268 -7.836
H 0.232 -1.348 0.894
H -2.789 1.066 -0.021
H -0.988 3.057 -5.470
H 0.469 2.447 -6.262
H -4.619 2.307 -7.887
H 5.927 2.142 -6.782
H 1.972 3.626 -9.600
H -1.605 -4.252 5.627
H -7.476 -2.370 9.743
H -0.784 0.428 -1.303
H -2.945 -8.548 2.687
H 2.775 -1.892 1.634
H -7.824 0.132 9.637
H 1.009 2.974 -10.927
H 3.563 -1.918 0.046
H -7.302 0.105 7.949
H 1.608 0.552 -0.989
H -1.754 -6.790 4.055
H 4.819 4.344 -4.960
H 6.223 4.534 -6.013
H -0.654 -2.086 6.161
H -1.592 -0.858 -0.404
H -2.994 2.642 7.301
H 4.329 -2.346 2.986
H -3.600 1.981 -5.714
H 0.104 -4.294 5.188
H 5.764 2.361 2.024
H 6.680 -0.404 1.183
H -8.734 -1.868 8.610
H 5.150 0.993 -0.901
H -2.745 -9.687 4.022
H -5.067 2.936 -5.480
H -1.731 -1.875 4.777
H -4.669 0.753 7.506
H -5.386 2.308 7.061
H 1.459 0.640 -10.057
H 5.826 -1.103 -0.167
H 2.909 1.496 -10.589
H 1.233 1.510 -4.019
H 5.794 -1.735 3.112
H 4.598 1.423 0.671
H 6.305 2.317 -5.066
H 4.368 -0.065 2.257
H -3.383 2.773 5.583
H 1.759 -1.206 -0.946
H -1.363 2.056 0.287
H 0.470 0.371 1.238
*
```